Below is a cluster of 2 separate species, C9H10ClNO2 in total in a non-equilibrium geometry, with properties calculated with ωB97M-V/def2-TZVPD.

XYZ file:
```
23
Properties=species:S:1:pos:R:3:forces:R:3:lowdin_charge:R:1
C 2.2805 -1.6048 -1.7505 -0.779 1.126 1.467 -0.06
C 2.5854 -1.2213 -0.4139 -3.527 1.699 -2.670 -0.04
C 1.1264 -1.2057 -2.4350 0.298 -0.080 2.402 -0.06
C 1.6853 -0.3382 0.2374 0.071 -1.742 -1.393 -0.04
C 0.2003 -0.4121 -1.7414 1.065 -0.677 0.050 -0.09
C 0.4931 -0.1168 -0.4464 -0.003 1.533 1.218 0.03
C -2.3022 -0.6838 1.2241 0.581 2.007 -2.234 -0.08
C -1.8020 0.7369 1.6935 -0.303 -0.438 3.438 -0.26
C -1.1491 1.5018 0.6690 0.558 -1.295 -2.765 -0.66
N 0.0618 2.1551 0.8670 1.589 2.240 0.076 -0.46
O 0.7071 1.8732 1.8743 0.092 -0.102 0.207 0.01
O 0.4172 3.0336 0.0636 -0.240 -0.878 0.614 0.00
Cl -2.0042 2.0667 -0.6782 -0.525 0.058 -0.257 0.81
H 3.0954 -2.0599 -2.1789 1.311 -1.521 -1.577 0.07
H 3.5468 -1.3802 -0.0801 1.786 -0.502 1.068 0.08
H 0.7051 -1.5363 -3.3469 0.766 -0.445 -1.252 0.09
H 2.0754 0.0285 1.1562 -0.723 0.708 0.824 0.10
H -0.5772 -0.1330 -2.4040 -1.369 0.682 0.461 0.09
H -2.8544 -0.3088 0.3155 0.338 -1.168 0.408 0.06
H -1.5202 -1.4267 0.8895 -0.718 1.063 0.656 0.09
H -3.0557 -1.0977 1.8391 -0.424 -0.490 0.984 0.05
H -1.0064 0.7890 2.5141 -1.293 -0.728 -0.758 0.13
H -2.7087 1.3405 2.1321 1.449 -1.049 -0.968 0.16
```
Forces are in eV/Å.

Summary:
- gap between HOMO and LUMO (alpha / beta) (Eh) = 0.275 / 0.301
- HOMO level (alpha / beta) (eV) = -9.0 / -8.9
- multiplicity = 1
- energy relative to the best compared isomer or geometry (same formula, charge and spin) (eV) = 8.183
- F_max (hartree/bohr) = 0.0922